1.
Entry from the OMol25 dataset: C27H53CoN5O8PTe as an isolated structure (wB97M-V/def2-TZVPD).

net charge = -1
lowest unoccupied orbital energy (spin up / spin down) = 2.50 / 2.50 eV
frontier orbital gap (spin up / spin down) = 7.23 / 7.23 eV
2S+1 = 2
highest occupied orbital energy (spin up / spin down) = -4.7 / -4.7 eV

XYZ file:
```
96
C27H53CoN5O8PTe (wB97M-V/def2-TZVPD)
Co -0.13 0.13 0.13
C -0.32 -2.02 1.14
C -0.29 -1.22 2.33
C -1.33 -0.26 2.20
C -2.01 -0.55 0.95
C -1.41 -1.66 0.33
C -2.04 -2.53 -0.75
C -2.93 -1.71 -1.69
C -0.97 -3.27 -1.56
C -2.91 -3.57 -0.03
C -1.92 0.82 3.10
C -2.54 1.94 2.24
C -3.05 0.19 3.93
C -0.93 1.52 4.04
C 0.65 -1.61 3.48
C -0.18 -1.92 4.74
C 1.39 -2.91 3.14
C 1.75 -0.59 3.81
H 0.33 -2.85 0.93
H -2.92 -0.08 0.63
H -2.37 -0.90 -2.15
H -3.78 -1.29 -1.14
H -3.33 -2.36 -2.48
H -0.28 -2.57 -2.02
H -1.44 -3.86 -2.35
H -0.40 -3.95 -0.92
H -3.68 -3.08 0.56
H -2.31 -4.19 0.64
H -3.40 -4.23 -0.76
H -3.44 1.61 1.73
H -1.83 2.30 1.50
H -2.81 2.78 2.89
H -3.79 -0.26 3.27
H -3.55 0.95 4.54
H -2.68 -0.59 4.60
H -0.13 1.99 3.46
H -0.48 0.85 4.77
H -1.46 2.30 4.60
H -0.96 -2.64 4.51
H -0.65 -1.03 5.16
H 0.47 -2.34 5.51
H 0.69 -3.74 2.97
H 2.03 -3.18 3.98
H 2.02 -2.80 2.26
H 1.37 0.42 3.95
H 2.48 -0.54 3.01
H 2.27 -0.90 4.72
N 1.89 -0.08 -0.17
C 2.71 1.14 -0.21
C 4.20 0.74 -0.32
C 5.29 1.81 -0.43
C 5.10 2.77 -1.61
N 4.03 3.70 -1.34
C 3.09 3.93 -2.21
N 3.00 3.39 -3.46
N 2.09 4.81 -1.89
C 2.40 2.02 0.99
O 3.04 3.18 1.05
O 1.64 1.68 1.86
H 2.25 -0.71 0.53
H 1.92 -0.51 -1.11
H 2.41 1.67 -1.11
H 4.26 0.10 -1.21
H 4.43 0.09 0.54
H 6.23 1.28 -0.57
H 5.38 2.39 0.49
H 4.96 2.18 -2.52
H 6.03 3.34 -1.76
H 3.53 3.37 0.17
H 3.54 2.55 -3.60
H 2.06 3.32 -3.83
H 2.02 5.02 -0.91
H 1.19 4.64 -2.34
O 1.71 -0.62 -2.90
N 0.49 -0.40 -3.12
O 0.03 -0.49 -4.25
O -0.26 -0.09 -2.15
C -1.65 6.33 -1.31
C -2.51 5.10 -1.11
O -1.73 4.06 -0.53
P -1.36 2.67 -1.27
O -0.30 2.09 -0.37
Te -1.01 3.07 -3.58
O -2.64 1.74 -1.05
C -3.85 1.84 -1.80
C -4.98 2.25 -0.87
H -2.28 7.20 -1.53
H -0.96 6.18 -2.13
H -1.09 6.54 -0.40
H -2.92 4.77 -2.07
H -3.33 5.30 -0.43
H -4.04 0.85 -2.23
H -3.73 2.54 -2.63
H -5.12 1.51 -0.09
H -5.91 2.35 -1.43
H -4.74 3.20 -0.39
```


2.
Entry from the OMol25 dataset: a 5-piece molecular cluster, C27H53I3NO8S4 overall (wB97M-V/def2-TZVPD).

net charge = +1
lowest unoccupied orbital energy = -2.58 eV
frontier orbital gap = 8.95 eV
highest occupied orbital energy = -11.5 eV

XYZ file:
```
96
C27H53I3NO8S4 (wB97M-V/def2-TZVPD)
C 0.65 0.19 1.84
C 1.67 -0.53 0.95
C 2.56 0.45 0.20
I 3.67 -0.61 -1.30
C 3.36 1.34 1.16
N 4.56 0.60 1.76
C 5.92 0.74 1.10
C 6.20 2.15 0.62
C 5.03 2.76 -0.14
C 3.81 2.76 0.78
C 2.56 3.60 0.42
I 2.04 4.86 2.13
C 2.52 4.50 -0.81
C 3.53 5.65 -0.86
I 2.54 3.28 -2.58
H 0.49 1.21 1.48
H 0.93 0.24 2.89
H -0.32 -0.30 1.79
H 2.27 -1.23 1.55
H 1.16 -1.14 0.21
H 1.93 1.12 -0.39
H 2.69 1.47 2.01
H 4.65 0.91 2.73
H 4.32 -0.39 1.79
H 5.93 0.03 0.28
H 6.64 0.41 1.85
H 7.09 2.10 -0.01
H 6.46 2.80 1.47
H 5.28 3.78 -0.42
H 4.83 2.22 -1.07
H 4.18 3.16 1.73
H 1.68 2.96 0.40
H 1.51 4.89 -0.86
H 3.00 6.60 -0.81
H 4.23 5.61 -0.02
H 4.11 5.66 -1.78
C -4.31 -0.77 -1.54
C -4.42 0.71 -1.91
C -3.52 1.49 -0.95
S -2.20 0.35 -0.49
O -2.30 0.08 0.93
O -0.92 0.79 -1.01
C -2.82 -1.05 -1.40
H -4.75 -1.42 -2.29
H -4.81 -0.98 -0.59
H -4.09 0.86 -2.94
H -5.45 1.07 -1.85
H -3.05 2.37 -1.40
H -4.02 1.76 -0.03
H -2.60 -1.96 -0.84
H -2.31 -1.06 -2.36
C 3.12 11.27 0.90
C 4.31 10.48 1.46
C 4.48 9.23 0.59
S 3.84 9.67 -1.04
O 2.67 8.87 -1.31
O 4.92 9.71 -2.00
C 3.32 11.33 -0.61
H 3.05 12.26 1.33
H 2.18 10.74 1.13
H 5.21 11.10 1.39
H 4.18 10.22 2.50
H 5.51 8.91 0.47
H 3.86 8.40 0.94
H 2.43 11.55 -1.18
H 4.13 12.00 -0.88
C -1.79 -6.66 -0.91
C -2.67 -7.48 -1.86
C -3.72 -6.54 -2.44
S -2.96 -4.91 -2.48
O -3.68 -4.03 -1.59
O -2.71 -4.48 -3.83
C -1.43 -5.39 -1.68
H -0.90 -7.20 -0.59
H -2.37 -6.40 -0.02
H -2.05 -7.90 -2.66
H -3.15 -8.31 -1.34
H -4.02 -6.79 -3.46
H -4.59 -6.46 -1.80
H -1.09 -4.56 -1.07
H -0.70 -5.59 -2.47
C -5.57 -9.89 2.56
C -7.06 -9.58 2.38
C -7.17 -8.43 1.37
S -5.73 -8.58 0.30
O -4.89 -7.42 0.50
O -6.11 -8.95 -1.04
C -4.99 -9.97 1.16
H -5.41 -10.82 3.11
H -5.09 -9.09 3.12
H -7.57 -10.46 1.99
H -7.54 -9.32 3.32
H -8.06 -8.48 0.74
H -7.10 -7.45 1.84
H -3.91 -9.85 1.10
H -5.30 -10.87 0.63
```


3.
Entry from the OMol25 dataset: C27H53IN2O7S4 as an isolated structure (wB97M-V/def2-TZVPD).

net charge = 0
lowest unoccupied orbital energy = -0.12 eV
frontier orbital gap = 8.09 eV
highest occupied orbital energy = -8.2 eV

XYZ file:
```
94
C27H53IN2O7S4 (wB97M-V/def2-TZVPD)
C 4.47 -0.22 3.15
C 5.02 -1.58 2.70
C 3.95 -2.64 2.36
C 3.91 -3.13 0.90
N 2.75 -2.69 0.11
C 1.49 -3.29 0.56
C 0.33 -3.07 -0.41
C -1.02 -2.99 0.30
C -2.17 -2.65 -0.66
N -2.99 -1.45 -0.37
I -1.89 0.26 -0.26
C -3.81 -1.61 0.78
O -3.44 -1.84 1.89
O -5.11 -1.52 0.43
C -5.99 -1.01 1.46
C -5.59 0.37 1.95
C -5.59 1.40 0.82
C -4.80 2.70 1.09
C -4.43 2.96 2.55
O -3.31 2.20 2.97
C -2.07 2.82 2.71
C 2.73 -1.31 -0.10
S 1.74 -0.25 0.64
S 3.90 -0.91 -1.36
C 4.71 0.62 -0.82
C 4.41 1.87 -1.66
C 3.33 2.78 -1.08
H 5.15 0.25 3.86
H 3.50 -0.34 3.64
H 4.33 0.47 2.32
H 5.64 -1.97 3.51
H 5.70 -1.45 1.85
H 2.97 -2.26 2.67
H 4.13 -3.52 2.98
H 4.80 -2.80 0.37
H 3.91 -4.22 0.88
H 1.68 -4.36 0.62
H 1.22 -2.96 1.57
H 0.47 -2.15 -0.99
H 0.30 -3.90 -1.12
H -1.23 -3.96 0.76
H -0.96 -2.28 1.13
H -2.88 -3.49 -0.70
H -1.78 -2.51 -1.67
H -6.97 -0.96 0.97
H -6.06 -1.72 2.28
H -4.64 0.33 2.47
H -6.35 0.64 2.69
H -5.22 0.94 -0.10
H -6.63 1.67 0.62
H -5.39 3.56 0.75
H -3.88 2.72 0.50
H -5.25 2.71 3.23
H -4.22 4.03 2.68
H -1.99 3.15 1.66
H -1.92 3.69 3.36
H -1.29 2.09 2.90
H 4.46 0.77 0.23
H 5.78 0.39 -0.87
H 5.34 2.43 -1.79
H 4.11 1.55 -2.66
H 3.79 3.60 -0.51
H 2.73 3.24 -1.86
H 2.67 2.23 -0.42
C -6.44 -5.19 -0.52
C -7.01 -3.85 -1.00
C -7.35 -4.01 -2.49
S -7.74 -5.75 -2.73
O -6.75 -6.33 -3.60
O -9.14 -5.91 -3.02
C -7.39 -6.26 -1.05
H -6.36 -5.23 0.57
H -5.44 -5.35 -0.93
H -7.91 -3.61 -0.44
H -6.30 -3.04 -0.85
H -8.22 -3.43 -2.79
H -6.51 -3.78 -3.13
H -6.97 -7.27 -1.07
H -8.34 -6.26 -0.51
C 7.89 6.68 -3.46
C 8.14 7.32 -2.09
C 7.03 6.85 -1.15
S 6.51 5.24 -1.77
O 5.15 5.34 -2.23
O 6.89 4.21 -0.83
C 7.59 5.21 -3.19
H 8.74 6.80 -4.13
H 7.02 7.15 -3.94
H 9.11 6.99 -1.71
H 8.17 8.41 -2.15
H 7.35 6.73 -0.12
H 6.15 7.50 -1.19
H 7.08 4.70 -4.00
H 8.49 4.67 -2.90
```


| no. | molecular weight (g/mol) | E_tot (eV) |
| --- | --- | --- |
| 1 | 793.3 | -106902.7611 |
| 2 | 1028.7 | -114365.3479 |
| 3 | 772.9 | -97610.7044 |